No. 1
Formula: C20H23BeBr2Cl7F5O4P
Source: the Open Molecules 2025 dataset
Level of theory: ωB97M-V/def2-TZVPD

Cartesian coordinates (Å):
C1 1.293 0.855 -1.272
C2 0.232 0.186 -1.703
C3 0.310 -0.821 -2.803
P1 -0.027 -2.555 -2.381
C4 1.377 -3.399 -1.664
Cl1 2.087 -4.582 -2.713
C5 1.897 -3.187 -0.448
C6 3.070 -3.887 0.137
Cl2 1.216 -1.991 0.576
C7 -1.610 -2.922 -1.520
Br1 -1.357 -4.106 0.035
C8 -2.495 -1.674 -1.192
C9 -3.983 -2.054 -1.365
Br2 -2.277 -1.133 0.683
H1 2.160 1.041 -1.895
H2 1.258 1.283 -0.279
H3 -0.713 0.440 -1.240
H4 1.337 -0.809 -3.181
H5 -0.334 -0.549 -3.647
H6 -0.161 -3.161 -3.628
H7 3.322 -4.801 -0.388
H8 3.908 -3.193 0.201
H9 2.828 -4.154 1.168
H10 -2.195 -3.544 -2.194
H11 -2.294 -0.839 -1.857
H12 -4.125 -2.973 -1.954
H13 -4.487 -2.145 -0.408
H14 -4.491 -1.261 -1.915
C10 1.412 6.003 -1.192
C11 0.031 6.578 -1.429
O1 -0.722 5.727 -2.309
C12 -1.311 4.665 -1.776
O2 -1.263 4.323 -0.629
C13 -2.110 3.931 -2.864
F1 -1.378 3.814 -3.974
F2 -3.230 4.578 -3.155
F3 -2.443 2.698 -2.463
H15 1.922 5.833 -2.141
H16 2.001 6.696 -0.592
H17 1.359 5.049 -0.669
H18 0.091 7.534 -1.938
H19 -0.513 6.730 -0.499
C14 5.454 -0.203 0.833
Cl3 3.917 0.043 -0.015
Cl4 6.699 -0.648 -0.335
Cl5 5.911 1.286 1.653
Cl6 5.271 -1.495 2.025
C15 0.627 -2.373 4.830
C16 -0.457 -1.903 4.215
C17 -1.530 -1.207 4.973
O3 -2.514 -0.769 4.418
C18 -1.346 -1.062 6.441
C19 -0.264 -1.537 7.051
C20 0.809 -2.231 6.292
O4 1.798 -2.657 6.853
H20 1.421 -2.882 4.297
H21 -0.604 -2.003 3.150
H22 -2.138 -0.552 6.974
H23 -0.110 -1.443 8.118
F4 -2.432 3.656 -5.816
F5 -1.971 7.058 -3.317
Be1 -5.954 -3.844 -2.629
Cl7 -2.175 -3.458 2.467

The calculation puts the total energy at -10301.00014 Eh. Its charge is 0. For the orbital gap, the calculation gives 0.049 hartree. The spin multiplicity is 1.

No. 2
Formula: C20H23BrF2NO2S
Source: the Open Molecules 2025 dataset
Level of theory: ωB97M-V/def2-TZVPD

Cartesian coordinates (Å):
C1 -3.844 1.448 -2.439
C2 -3.836 2.279 -1.077
C3 -2.827 3.484 -1.073
C4 -1.304 3.007 -0.932
C5 -1.032 2.711 0.610
C6 -0.227 1.377 0.762
C7 -1.022 0.131 0.696
C8 -0.310 -1.153 0.813
C9 1.135 -1.274 1.012
C10 1.901 -0.008 1.093
C11 3.443 -0.040 1.332
C12 1.245 1.313 0.961
C13 2.052 2.652 1.055
C14 1.871 3.293 2.506
F1 1.702 3.586 0.047
N1 1.880 -2.499 1.163
F2 2.079 -2.849 2.503
C15 1.367 -3.591 0.382
C16 2.350 -4.577 -0.145
Br1 4.255 -4.331 0.186
C17 1.954 -5.751 -0.921
C18 0.526 -6.032 -1.216
C19 -0.438 -5.050 -0.718
O1 -1.824 -5.176 -0.961
C20 -0.039 -3.861 0.075
S1 -1.298 -2.694 0.695
H1 -3.759 0.357 -2.189
H2 -4.744 1.674 -3.082
H3 -2.921 1.746 -3.013
H4 -3.661 1.549 -0.236
H5 -4.885 2.677 -0.945
H6 -3.070 4.181 -0.212
H7 -2.887 4.067 -2.039
H8 -0.695 3.910 -1.235
H9 -1.082 2.125 -1.597
H10 -1.999 2.655 1.189
H11 -0.425 3.542 1.069
H12 -2.130 0.143 0.529
H13 3.989 0.705 0.688
H14 3.624 0.253 2.405
H15 3.850 -1.057 1.093
H16 3.160 2.477 0.959
H17 2.772 3.907 2.794
H18 1.764 2.468 3.259
H19 0.993 4.002 2.539
H20 2.691 -6.507 -1.298
H21 0.243 -6.945 -1.784
H22 -1.930 -5.045 -1.925
O2 0.500 0.215 -2.108
H23 0.844 0.505 -1.267

The calculation puts the total energy at -4152.87795 Eh. Its charge is -1. For the orbital gap, the calculation gives 0.184 hartree. The spin multiplicity is 1.

No. 3
Formula: C20H23ClN2Ru
Source: the Open Molecules 2025 dataset
Level of theory: ωB97M-V/def2-TZVPD

Cartesian coordinates (Å):
C1 2.383 -0.463 -5.838
C2 0.965 -0.567 -6.201
C3 2.949 0.846 -5.509
C4 3.086 -1.670 -5.402
Cl1 0.990 -0.721 -2.987
H1 3.466 1.126 -6.437
H2 3.712 0.845 -4.712
H3 2.229 1.653 -5.290
H4 0.979 -0.660 -7.289
H5 0.342 0.314 -5.973
H6 0.431 -1.457 -5.829
H7 3.601 -2.004 -6.306
H8 2.457 -2.514 -5.073
H9 3.863 -1.512 -4.636
C5 -1.411 1.693 -0.101
C6 -0.171 2.256 -0.508
C7 0.103 1.849 -1.853
H10 0.449 2.897 0.082
C8 -1.076 1.081 -2.289
C9 -1.943 0.899 -1.155
H11 -2.852 0.285 -1.136
H12 -1.919 1.923 0.816
H13 0.884 2.224 -2.489
H14 -1.296 0.792 -3.314
C10 1.722 -1.607 0.722
C11 1.742 -0.420 1.472
C12 2.156 0.663 0.655
H15 1.529 -0.334 2.536
C13 2.533 0.146 -0.617
C14 2.241 -1.301 -0.585
H16 2.559 -2.051 -1.318
H17 1.392 -2.613 1.050
H18 2.295 1.676 0.997
H19 3.093 0.655 -1.384
Ru1 0.529 -0.001 -1.051
N1 -3.342 -0.721 6.731
C15 -2.810 -0.637 5.693
C16 -2.179 -0.487 4.408
C17 -1.518 0.697 4.087
C18 -0.910 0.784 2.841
N2 -0.969 -0.192 1.933
C19 -1.601 -1.325 2.232
C20 -2.225 -1.525 3.459
H20 -1.493 1.534 4.770
H21 -0.385 1.701 2.573
H22 -1.614 -2.113 1.485
H23 -2.748 -2.459 3.655

The calculation puts the total energy at -1439.67717 Eh. Its charge is +2. For the orbital gap (spin up / spin down), the calculation gives 0.181 / 0.235 hartree. The value obtained for the relative energy (zero: lowest compared OMol25 entry of this formula, charge and spin) is 0.0 kcal/mol. The spin multiplicity is 5.

No. 4
Formula: C20H23ClN2W
Source: the Open Molecules 2025 dataset
Level of theory: ωB97M-V/def2-TZVPD

Cartesian coordinates (Å):
C1 0.190 0.617 -4.675
C2 1.578 1.141 -4.848
C3 -0.020 -0.745 -5.255
C4 -0.883 1.598 -5.019
Cl1 0.019 0.340 -2.035
H1 0.042 -0.801 -6.389
H2 -1.025 -1.121 -4.994
H3 0.751 -1.443 -4.884
H4 1.878 1.376 -5.912
H5 2.307 0.395 -4.485
H6 1.691 2.082 -4.283
H7 -0.930 1.888 -6.110
H8 -0.727 2.541 -4.466
H9 -1.877 1.179 -4.780
C5 2.163 -1.402 1.520
C6 1.403 -2.190 0.587
C7 1.298 -1.462 -0.632
H10 1.011 -3.200 0.706
C8 1.963 -0.156 -0.382
C9 2.430 -0.126 0.912
H11 2.879 0.764 1.368
H12 2.419 -1.701 2.541
H13 0.925 -1.844 -1.574
H14 2.129 0.658 -1.137
C10 -2.127 1.097 1.175
C11 -2.517 -0.077 1.752
C12 -2.387 -1.174 0.803
H15 -2.946 -0.203 2.747
C13 -1.831 -0.578 -0.393
C14 -1.748 0.854 -0.230
H16 -1.534 1.614 -0.946
H17 -2.094 2.108 1.601
H18 -2.627 -2.218 0.902
H19 -1.694 -1.162 -1.341
W1 -0.048 -0.148 0.538
N1 -0.134 0.507 8.266
C15 -0.059 0.381 7.092
C16 0.012 0.216 5.653
C17 -0.154 -1.034 5.043
C18 -0.123 -1.162 3.674
N2 0.042 -0.093 2.829
C19 0.198 1.130 3.421
C20 0.170 1.305 4.779
H20 -0.344 -1.921 5.676
H21 -0.243 -2.162 3.232
H22 0.337 1.994 2.764
H23 0.240 2.339 5.187

The calculation puts the total energy at -1411.93615 Eh. Its charge is +2. For the orbital gap (spin up / spin down), the calculation gives 0.237 / 0.255 hartree. The value obtained for the relative energy (zero: lowest compared OMol25 entry of this formula, charge and spin) is 72.9 kcal/mol. The spin multiplicity is 3.

What did the second record say?
Formula: C20H23BrF2NO2S
Source: the Open Molecules 2025 dataset
Level of theory: ωB97M-V/def2-TZVPD

Cartesian coordinates (Å):
C1 -3.844 1.448 -2.439
C2 -3.836 2.279 -1.077
C3 -2.827 3.484 -1.073
C4 -1.304 3.007 -0.932
C5 -1.032 2.711 0.610
C6 -0.227 1.377 0.762
C7 -1.022 0.131 0.696
C8 -0.310 -1.153 0.813
C9 1.135 -1.274 1.012
C10 1.901 -0.008 1.093
C11 3.443 -0.040 1.332
C12 1.245 1.313 0.961
C13 2.052 2.652 1.055
C14 1.871 3.293 2.506
F1 1.702 3.586 0.047
N1 1.880 -2.499 1.163
F2 2.079 -2.849 2.503
C15 1.367 -3.591 0.382
C16 2.350 -4.577 -0.145
Br1 4.255 -4.331 0.186
C17 1.954 -5.751 -0.921
C18 0.526 -6.032 -1.216
C19 -0.438 -5.050 -0.718
O1 -1.824 -5.176 -0.961
C20 -0.039 -3.861 0.075
S1 -1.298 -2.694 0.695
H1 -3.759 0.357 -2.189
H2 -4.744 1.674 -3.082
H3 -2.921 1.746 -3.013
H4 -3.661 1.549 -0.236
H5 -4.885 2.677 -0.945
H6 -3.070 4.181 -0.212
H7 -2.887 4.067 -2.039
H8 -0.695 3.910 -1.235
H9 -1.082 2.125 -1.597
H10 -1.999 2.655 1.189
H11 -0.425 3.542 1.069
H12 -2.130 0.143 0.529
H13 3.989 0.705 0.688
H14 3.624 0.253 2.405
H15 3.850 -1.057 1.093
H16 3.160 2.477 0.959
H17 2.772 3.907 2.794
H18 1.764 2.468 3.259
H19 0.993 4.002 2.539
H20 2.691 -6.507 -1.298
H21 0.243 -6.945 -1.784
H22 -1.930 -5.045 -1.925
O2 0.500 0.215 -2.108
H23 0.844 0.505 -1.267

The calculation puts the total energy at -4152.87795 Eh. Its charge is -1. For the orbital gap, the calculation gives 0.184 hartree. The spin multiplicity is 1.